# 1
Molecular formula: C4BiF12N2O8S4
Method: DFT, the ωB97M-V functional and the def2-TZVPD basis

The geometry in XYZ format:
```
31
Properties=species:S:1:pos:R:3:forces:R:3:lowdin_charge:R:1
Bi -0.679 -1.486 -0.681 0.14 -0.07 0.07 2.092
S -2.508 1.342 -1.273 -0.04 0.03 -0.05 0.708
S 1.371 0.004 1.709 -0.05 0.12 0.12 0.731
S -0.047 1.259 -2.498 -0.10 0.08 0.00 0.694
S 0.087 -2.267 2.075 0.08 -0.09 -0.33 0.649
F 3.918 0.488 1.859 0.11 0.03 0.06 0.202
F -1.898 3.813 -0.748 -0.02 0.08 -0.01 0.192
F -0.948 -3.016 4.338 -0.07 0.01 0.12 0.209
F -0.297 0.533 -4.981 0.00 -0.02 -0.08 0.185
F -1.153 2.403 0.714 0.06 0.01 0.02 0.166
F 1.645 1.316 -4.412 0.11 -0.03 -0.12 0.189
F -3.261 2.893 0.662 -0.07 0.03 0.13 0.200
F 3.442 -1.616 1.682 0.04 -0.08 0.01 0.178
F 0.956 -3.932 3.856 0.07 -0.08 0.07 0.208
F -0.835 -4.521 2.781 -0.05 -0.12 0.05 0.193
F 3.290 -0.324 -0.045 0.02 0.01 -0.04 0.178
F -0.034 2.661 -4.678 0.00 0.11 -0.05 0.201
O 0.190 -0.216 -2.299 -0.04 0.09 -0.01 -0.507
O 0.673 -0.187 0.383 0.16 0.26 -0.04 -0.518
O 0.765 -2.927 0.956 -0.16 -0.06 0.14 -0.385
O 0.762 2.114 -1.703 -0.05 -0.11 -0.12 -0.203
O -3.885 1.335 -1.585 0.11 -0.01 -0.01 -0.181
O -2.044 0.139 -0.464 -0.30 0.05 0.02 -0.515
O 1.317 1.319 2.217 0.00 -0.13 0.00 -0.172
O -1.251 -1.816 1.613 -0.01 -0.09 -0.08 -0.415
N 0.901 -1.111 2.730 -0.09 -0.07 -0.08 -0.254
N -1.596 1.546 -2.517 0.12 -0.10 0.18 -0.271
C 3.159 -0.398 1.267 -0.09 0.03 0.00 -0.671
C -0.207 -3.542 3.396 0.11 0.28 -0.01 -0.700
C -2.175 2.731 -0.054 0.02 -0.11 -0.14 -0.681
C 0.341 1.463 -4.301 -0.03 -0.05 0.19 -0.702
```
Positions in Å, forces in eV/Å.

## Properties
total charge: +1
highest occupied orbital energy: -0.5576 hartree
spin multiplicity: 1
relative energy (zero: lowest compared OMol25 entry of this formula, charge and spin): 0.4152 eV
electronic energy: -105288.0927 eV
HOMO-LUMO gap: 9.9 eV

---

# 2
Molecular formula: C43H39Cl3N2O2P2Pt
Method: DFT, the ωB97M-V functional and the def2-TZVPD basis

The geometry in XYZ format:
```
92
Properties=species:S:1:pos:R:3:forces:R:3:lowdin_charge:R:1
Pt 0.303 -1.373 0.082 0.25 -0.26 0.75 1.003
Cl -3.037 3.371 0.127 0.02 0.03 0.00 0.660
Cl -2.976 3.850 -2.734 0.00 -0.01 -0.02 0.673
Cl -0.621 4.382 -1.122 0.04 0.04 0.01 0.666
P 3.402 0.421 -1.077 0.08 0.00 0.03 1.098
P 0.319 -0.045 1.901 -0.04 -0.13 -0.12 0.956
O -1.589 -1.961 0.489 -0.06 -0.04 -0.04 -0.264
O -4.456 -2.946 0.799 0.03 0.03 -0.02 -0.070
N -1.177 0.900 -1.709 0.00 0.11 -0.02 0.216
N -3.318 -3.129 -1.694 0.04 0.05 -0.12 0.167
C -1.293 -0.265 4.169 -0.01 0.04 0.01 -0.071
C -5.196 -0.674 0.368 0.03 -0.04 -0.03 -0.011
C -3.543 0.718 2.872 0.00 0.00 -0.02 -0.079
C -3.890 -1.910 -1.216 0.01 -0.05 0.10 -0.151
C 3.448 -1.261 5.025 -0.01 -0.03 0.01 -0.053
C -1.559 1.971 -1.548 -0.06 0.01 -0.03 -0.394
C -5.248 0.385 -0.524 0.00 0.00 -0.01 -0.062
C 5.802 -0.033 2.284 0.02 0.00 -0.01 -0.059
C -2.383 0.491 2.151 0.02 -0.02 0.03 -0.104
C 1.443 -1.359 -1.876 -0.03 0.27 -0.04 -0.218
C 0.776 -2.583 -1.954 0.01 -0.20 -0.12 -0.135
C 2.903 -2.225 4.187 -0.01 0.01 -0.02 -0.046
C -2.470 -0.065 4.877 0.03 -0.01 -0.02 -0.049
C -3.587 0.444 4.234 -0.01 -0.01 0.02 -0.053
C -1.589 -3.212 0.951 -0.12 0.12 -0.01 -0.352
C -4.516 -1.841 0.034 -0.04 -0.05 0.00 -0.220
C -2.645 -4.107 -1.151 -0.04 -0.04 0.07 0.033
C -1.895 -5.609 0.558 0.01 0.03 0.03 -0.013
C 6.022 0.552 -0.415 0.00 0.00 -0.01 -0.101
C -5.071 -2.915 2.089 0.02 0.03 -0.02 -0.017
C 3.049 0.064 4.916 -0.02 0.04 0.00 -0.047
C 7.158 0.524 0.381 0.02 0.00 0.00 -0.059
C -3.964 -0.854 -2.111 0.03 0.02 -0.02 -0.020
C -4.634 0.305 -1.766 0.00 0.00 0.00 -0.082
C 2.723 -2.218 -0.014 0.03 -0.17 0.06 -0.086
C 1.968 -1.860 3.230 -0.01 0.00 0.00 -0.114
C 2.209 -3.508 -0.230 0.03 0.09 0.03 -0.056
C 1.996 2.121 0.951 -0.09 -0.07 -0.02 -0.245
C 1.575 -0.529 3.102 -0.08 -0.01 0.05 -0.383
C 1.215 -3.684 -1.171 0.00 0.17 -0.02 -0.056
C -1.427 -5.901 1.812 0.01 0.07 0.06 -0.053
C 2.396 -1.117 -0.841 -0.17 0.11 -0.27 -0.472
C -2.038 -4.270 0.125 -0.05 -0.04 -0.08 -0.156
C 2.284 1.785 -0.520 0.05 0.05 0.01 -0.349
C -1.078 -4.842 2.665 -0.03 -0.12 -0.06 -0.028
C 2.111 0.431 3.963 0.00 -0.05 0.00 -0.084
C 4.761 0.299 0.127 -0.03 0.02 0.04 -0.384
C -2.036 3.347 -1.335 -0.01 -0.11 -0.03 -1.609
C -1.243 0.024 2.806 0.02 0.02 -0.01 -0.344
C -1.148 -3.534 2.241 0.05 0.12 0.02 -0.017
C 4.667 0.005 1.492 -0.02 0.00 -0.04 -0.112
C 0.619 1.699 1.482 0.12 0.03 -0.02 -0.302
C 7.050 0.230 1.730 0.00 0.00 0.01 -0.055
H -0.739 -5.057 3.670 0.00 0.00 0.00 0.121
H 0.390 2.246 2.401 -0.02 0.01 0.00 0.103
H -4.695 1.126 -2.467 0.00 0.00 0.00 0.102
H -3.578 -3.306 -2.658 -0.02 0.00 0.01 0.174
H -1.350 -6.926 2.145 0.01 0.01 0.01 0.117
H 0.018 -2.720 -2.713 -0.01 -0.02 0.02 0.120
H 0.759 -4.655 -1.310 -0.01 0.01 0.00 0.125
H -4.419 1.108 2.370 0.04 0.02 0.02 0.100
H 2.766 2.650 -0.983 -0.04 0.02 0.01 0.079
H 2.558 -4.337 0.370 0.00 0.00 0.00 0.127
H 1.355 1.644 -1.083 -0.01 0.01 -0.01 0.044
H 1.805 1.467 3.896 0.01 0.02 0.01 0.115
H 3.457 -2.071 0.767 -0.01 0.00 0.03 0.104
H -5.799 1.277 -0.254 0.00 -0.01 0.00 0.117
H -4.496 0.628 4.792 0.00 0.00 0.00 0.118
H -6.147 -2.761 2.003 -0.01 0.00 -0.01 0.107
H -5.704 -0.602 1.317 -0.03 -0.03 0.01 0.111
H 3.707 -0.197 1.949 0.06 0.01 -0.03 0.064
H -3.487 -0.945 -3.080 0.00 0.01 0.00 0.125
H 2.793 1.759 1.601 -0.02 -0.02 0.00 0.080
H -0.169 1.966 0.774 -0.01 0.01 0.00 0.047
H -2.205 -6.412 -0.102 0.00 0.01 -0.01 0.126
H 4.181 -1.544 5.768 0.00 0.00 0.00 0.121
H -0.869 -2.723 2.902 0.01 -0.04 -0.02 0.096
H 7.935 0.203 2.352 0.00 0.00 0.00 0.115
H 3.465 0.814 5.574 0.00 0.00 0.00 0.122
H 1.197 -0.559 -2.564 0.01 -0.06 -0.06 0.110
H 3.207 -3.259 4.281 0.00 0.00 -0.01 0.117
H -2.572 -4.968 -1.810 -0.01 -0.01 0.00 0.155
H -4.877 -3.887 2.531 0.01 0.00 -0.01 0.103
H -0.416 -0.630 4.688 0.00 0.00 0.00 0.108
H -2.504 -0.287 5.936 0.00 0.00 0.00 0.117
H 5.714 -0.265 3.338 0.01 0.00 -0.02 0.100
H 1.544 -2.613 2.576 0.00 -0.02 -0.01 0.080
H 6.112 0.773 -1.472 0.01 0.00 0.00 0.098
H 8.127 0.727 -0.055 0.00 0.00 0.00 0.115
H 2.022 3.208 1.048 0.00 -0.01 0.00 0.117
H -4.624 -2.132 2.705 0.00 0.00 0.01 0.091
H -2.366 0.669 1.082 -0.01 0.00 -0.01 0.074
```
Positions in Å, forces in eV/Å.

## Properties
total charge: +2
highest occupied orbital energy: -0.4898 hartree
spin multiplicity: 1
relative energy (zero: lowest compared OMol25 entry of this formula, charge and spin): 0.9201 eV
electronic energy: -111676.5287 eV
HOMO-LUMO gap: 6.9 eV

---

# 3
Molecular formula: C4H14N3
Method: DFT, the ωB97M-V functional and the def2-TZVPD basis

The geometry in XYZ format:
```
21
Properties=species:S:1:pos:R:3:forces:R:3:lowdin_charge:R:1
N 0.604 2.562 2.134 -1.82 2.08 -3.56 0.211
N 0.832 0.708 0.611 -0.02 2.16 2.85 0.001
N 0.228 2.875 -0.164 1.79 -2.88 -1.48 0.140
C 0.628 2.010 0.903 -2.54 0.96 -1.12 -0.357
C -0.719 -3.148 -0.691 1.08 1.67 -2.70 -0.173
C -1.570 -1.932 -0.511 -1.10 2.24 -1.48 -0.207
C 1.415 0.284 -0.598 -0.79 0.44 -2.77 -0.084
H 0.091 -3.147 -0.011 0.89 -0.62 0.75 0.038
H 0.345 2.365 -1.115 -0.31 1.31 2.22 0.132
H -0.682 3.328 -0.175 0.29 0.00 0.73 0.119
H -1.157 -0.936 -0.981 -0.37 -1.71 1.35 0.065
H 0.029 3.491 2.107 1.74 -2.36 0.95 0.196
H 1.681 -0.735 -0.408 0.85 -0.42 -0.33 0.086
H 0.519 0.162 -1.360 2.24 0.66 0.73 0.114
H 0.735 1.984 2.910 0.02 -0.54 1.64 0.105
H -2.043 -1.763 0.471 0.56 -0.02 -0.26 0.070
H -1.361 -3.986 -0.660 -0.17 -1.23 0.29 0.056
H 0.811 0.036 1.365 0.27 0.30 0.23 0.162
H -2.400 -2.103 -1.200 -0.36 0.23 0.19 0.063
H -0.287 -3.053 -1.773 -0.59 -0.57 1.90 0.113
H 2.302 0.998 -0.857 -1.65 -1.71 -0.11 0.149
```
Positions in Å, forces in eV/Å.

## Properties
total charge: +1
highest occupied orbital energy: -0.5374 hartree
spin multiplicity: 1
relative energy (zero: lowest compared OMol25 entry of this formula, charge and spin): 2.0181 eV
electronic energy: -8838.0046 eV
HOMO-LUMO gap: 10.9 eV

---

# 4
Molecular formula: C37H32AlAsN8O6S
Method: DFT, the ωB97M-V functional and the def2-TZVPD basis

The geometry in XYZ format:
```
86
Properties=species:S:1:pos:R:3:forces:R:3:lowdin_charge:R:1
As 0.486 -2.547 -3.537 0.04 0.02 -0.01 0.954
S -2.824 -2.176 -1.606 0.02 0.00 0.01 0.902
Al -0.356 -0.407 -1.023 0.18 0.05 -0.03 -0.209
O -2.167 -0.911 -1.090 -0.06 -0.02 0.01 -0.356
O -1.967 -3.332 -1.400 -0.02 0.00 -0.01 -0.404
O 1.625 -3.595 -3.026 0.00 0.00 0.00 -0.446
O 0.132 -1.258 -2.529 -0.11 -0.06 0.00 -0.308
O 1.148 -1.660 -4.925 0.01 -0.02 0.00 -0.242
O -2.626 -1.810 -3.308 0.00 -0.01 -0.01 -0.279
N 1.687 0.289 -0.958 -0.03 -0.01 -0.03 0.084
N -0.722 2.497 -1.656 0.02 0.00 0.01 -0.018
N -0.398 -2.079 1.406 0.01 0.00 -0.02 -0.015
N 2.161 0.019 3.230 0.03 -0.01 0.00 0.144
N 0.167 -1.898 0.196 0.00 0.00 0.03 0.078
N -0.744 1.238 -2.126 -0.02 -0.01 -0.02 0.080
N 0.759 0.236 5.142 0.01 0.00 0.01 0.096
N -0.702 0.664 0.560 -0.06 0.01 0.02 0.064
C -0.154 2.840 -0.395 -0.02 0.00 0.00 -0.108
C 1.046 -2.876 0.023 -0.02 0.00 -0.01 -0.064
C -2.320 -1.797 2.826 0.00 0.00 0.00 0.019
C -3.280 -1.035 3.467 0.00 0.00 0.00 -0.273
C -2.487 0.872 2.216 0.01 -0.01 0.01 -0.002
C -1.678 2.592 -3.637 0.01 0.00 0.01 -0.019
C 0.152 2.499 1.935 -0.01 0.00 0.01 -0.017
C -0.850 -4.482 -5.075 -0.01 0.00 0.00 -0.082
C -1.077 -3.364 -4.278 0.00 0.01 0.00 -0.200
C 4.223 1.347 -0.950 0.00 0.01 0.00 -0.008
C 1.625 5.886 1.029 0.00 0.00 0.00 -0.053
C 1.061 -3.709 1.144 0.01 0.01 0.00 -0.008
C -1.424 -1.234 1.922 0.01 0.01 0.00 -0.129
C 3.601 1.045 -2.146 -0.02 0.00 0.00 -0.022
C -3.192 -4.615 -5.564 -0.01 0.00 0.00 -0.074
C 2.489 1.814 4.740 0.00 0.00 -0.01 -0.018
C 4.265 1.561 1.481 0.04 -0.02 0.02 -0.025
C -4.257 -1.660 4.425 0.00 0.00 0.00 -0.052
C 1.430 1.335 5.483 0.00 0.00 0.00 -0.126
C -1.321 1.279 -3.320 0.00 0.01 0.00 -0.059
C 3.576 1.110 0.264 -0.04 0.04 -0.02 -0.155
C 3.969 1.606 2.785 0.00 0.00 -0.02 -0.025
C -3.429 -3.514 -4.761 0.00 -0.01 -0.01 -0.008
C 2.828 1.121 3.578 -0.03 0.01 0.01 -0.278
C 1.174 -0.364 4.034 -0.05 0.03 -0.03 -0.191
C 0.132 -3.170 2.000 -0.01 -0.01 0.00 -0.055
C -2.373 -2.885 -4.109 0.00 0.01 0.01 -0.369
C -1.501 0.119 1.565 0.00 0.01 -0.01 -0.207
C -1.284 3.337 -2.549 -0.01 0.00 -0.02 -0.036
C 0.918 4.561 0.927 0.01 0.00 0.01 -0.277
C 0.719 3.752 2.045 0.01 -0.01 0.00 -0.035
C 2.320 0.529 -2.111 0.03 0.03 0.02 -0.068
C -0.278 1.975 0.705 0.00 0.00 -0.01 -0.222
C -1.903 -5.109 -5.718 0.01 -0.01 0.00 -0.084
C 0.467 4.080 -0.289 0.00 0.00 0.00 0.015
C 2.302 0.549 0.195 0.04 -0.05 0.02 -0.027
C -3.337 0.321 3.152 0.00 0.00 0.00 -0.034
H 0.644 -1.264 3.747 0.02 -0.01 0.01 0.092
H 2.689 5.783 0.804 0.00 0.00 0.00 0.080
H 4.089 1.216 -3.095 0.00 0.00 0.00 0.112
H -1.471 0.359 -3.861 0.00 0.00 0.00 0.118
H -1.721 -5.980 -6.334 0.00 0.00 0.00 0.101
H 4.698 2.129 3.396 0.01 -0.01 0.01 0.107
H -3.818 -2.517 4.937 0.00 0.00 0.00 0.076
H -4.577 -0.943 5.180 0.00 0.00 0.00 0.076
H 0.598 4.677 -1.184 0.00 0.00 0.00 0.119
H -2.171 2.945 -4.524 0.00 0.00 0.00 0.101
H -4.081 0.949 3.627 0.00 0.00 0.00 0.113
H -2.582 1.919 1.956 0.00 0.00 0.00 0.122
H -4.021 -5.099 -6.065 0.00 0.00 0.00 0.104
H 1.757 0.292 1.089 0.00 0.02 0.00 0.092
H 3.033 2.699 5.041 0.00 0.00 0.00 0.113
H 5.217 2.026 1.241 0.00 -0.01 0.00 0.105
H 1.985 -2.088 -5.147 0.00 0.00 0.00 0.040
H -1.379 4.387 -2.333 0.00 0.00 0.00 0.127
H -0.182 -3.472 2.983 0.00 0.00 0.00 0.124
H -4.429 -3.125 -4.617 0.00 0.00 0.00 0.120
H -5.150 -2.010 3.902 0.00 0.00 0.00 0.083
H 1.211 6.613 0.330 0.00 0.00 0.00 0.076
H -2.271 -2.861 3.021 0.00 0.00 0.00 0.119
H 0.035 1.884 2.819 0.00 -0.01 0.00 0.105
H 1.042 4.100 3.020 0.00 0.00 0.01 0.110
H 5.216 1.781 -0.948 0.00 0.00 0.00 0.117
H 1.540 6.298 2.034 0.00 0.00 0.00 0.075
H 1.106 1.841 6.387 0.00 0.00 0.00 0.110
H 0.159 -4.864 -5.175 0.00 0.00 0.00 0.108
H 1.664 -4.584 1.301 0.00 0.00 0.00 0.104
H 1.588 -2.969 -0.908 0.00 0.00 0.01 0.093
H 1.773 0.289 -3.012 0.00 -0.01 0.00 0.106
```
Positions in Å, forces in eV/Å.

## Properties
highest occupied orbital energy: -0.2641 hartree
spin multiplicity: 1
relative energy (zero: lowest compared OMol25 entry of this formula, charge and spin): 1.1823 eV
electronic energy: -141371.2176 eV
HOMO-LUMO gap: 6.7 eV